(1)
DFT (ωB97M-V/def2-TZVPD) results for one molecule with the formula C9H6N2O in a non-equilibrium geometry.

The geometry in XYZ format:
```
18
Properties=species:S:1:pos:R:3:lowdin_charge:R:1
N -2.64 2.40 0.20 0.11
C -2.04 1.37 -0.03 -0.14
C -1.14 0.21 -0.17 -0.12
C -1.37 -1.17 -0.03 -0.28
O -2.60 -1.68 -0.02 0.12
C -0.14 -1.78 0.10 -0.01
N 0.82 -0.84 -0.08 -0.03
C 2.16 -1.11 0.05 0.02
C 3.04 0.01 0.11 -0.05
C 2.49 1.24 0.01 -0.12
C 1.17 1.47 -0.11 -0.02
C 0.24 0.43 -0.12 -0.15
H -3.27 -1.06 -0.03 0.06
H 0.04 -2.82 0.44 0.15
H 2.41 -2.12 0.08 0.10
H 4.05 -0.22 -0.06 0.09
H 3.07 2.23 0.10 0.14
H 0.77 2.46 -0.13 0.12
```

Structure (SMILES): N#Cc1c(O)cn2ccccc12
Multiplicity: 1
ΔE to the lowest compared entry with this formula, charge and spin, eV: 0.901
Net charge: 0

***

(2)
DFT (ωB97M-V/def2-TZVPD) results for C3H2FGaO as an isolated structure in a non-equilibrium geometry.

The geometry in XYZ format:
```
8
Properties=species:S:1:pos:R:3:lowdin_charge:R:1
C -0.17 -0.96 0.18 -0.23
O -1.28 0.09 -0.03 -0.05
C -0.25 1.01 -0.28 -0.39
C 0.78 0.10 -0.15 0.03
F -0.28 -2.05 -0.64 0.09
H -0.26 -1.31 1.22 0.19
H 1.86 0.21 -0.02 0.13
Ga -0.40 2.91 -0.28 1.23
```

Multiplicity: 2
ΔE to the lowest compared entry with this formula, charge and spin, eV: 1.423
<S²>: 0.76
Net charge: +1

***

(3)
DFT (ωB97M-V/def2-TZVPD) results for one molecule with the formula CH4BrNO in a non-equilibrium geometry.

The geometry in XYZ format:
```
8
Properties=species:S:1:pos:R:3:lowdin_charge:R:1
C -0.34 0.43 0.99 -0.17
O -0.06 0.70 -0.34 -0.27
N 0.76 -0.63 -1.03 -0.44
Br -0.45 -1.92 -1.68 0.57
H -0.34 1.45 1.32 0.08
H 0.52 -0.02 1.34 0.05
H -1.30 0.01 1.24 0.08
H 1.21 -0.02 -1.84 0.09
```

Structure (SMILES): CONBr
Multiplicity: 1
ΔE to the lowest compared entry with this formula, charge and spin, eV: 1.824
Net charge: 0

***

(4)
DFT (ωB97M-V/def2-TZVPD) results for one molecule with the formula C8H8OS in a non-equilibrium geometry.

The geometry in XYZ format:
```
18
Properties=species:S:1:pos:R:3:lowdin_charge:R:1
C 3.06 -1.60 0.09 -0.02
C 2.28 -0.60 0.46 -0.37
C -0.07 0.61 -0.30 -0.38
C -0.54 1.29 0.89 -0.05
C -1.95 1.19 1.13 -0.12
C -2.75 0.44 0.40 -0.15
C -2.19 -0.17 -0.69 -0.11
C -0.86 -0.14 -1.02 -0.15
H 3.46 -2.44 0.71 0.07
H 3.53 -1.65 -1.07 0.13
H 1.94 -0.40 1.34 0.01
H 0.00 1.86 1.64 0.10
H -2.45 1.78 2.15 0.18
H -3.77 0.37 0.61 0.09
H -2.84 -0.89 -1.49 0.17
H -0.58 -0.59 -2.24 0.22
O 1.96 0.25 -2.01 -0.54
S 1.76 0.69 -0.60 0.94
```

Multiplicity: 1
ΔE to the lowest compared entry with this formula, charge and spin, eV: 2.902
Net charge: 0

***

(5)
DFT (ωB97M-V/def2-TZVPD) results for a 14-piece molecular cluster, C22H72O14 overall in a non-equilibrium geometry.

The geometry in XYZ format:
```
108
Properties=species:S:1:pos:R:3:lowdin_charge:R:1
C 0.21 -2.61 2.65 -0.10
O 0.04 -1.24 2.22 -0.15
H -0.55 -2.91 3.38 0.08
H 0.13 -3.31 1.82 0.07
H 1.12 -2.90 3.19 0.09
H -0.90 -1.06 2.23 0.02
C 2.16 1.49 5.81 -0.16
O 1.43 1.61 6.97 -0.11
H 2.36 2.48 5.41 0.09
H 2.98 0.77 5.87 0.09
H 1.59 0.98 5.03 0.06
H 1.98 1.55 7.76 0.10
C -0.36 0.93 -0.09 -0.11
O 0.34 -0.27 -0.39 -0.14
H -1.08 1.01 -0.91 0.08
H -0.82 0.88 0.89 0.06
H 0.26 1.82 -0.07 0.07
H 0.48 -0.75 0.43 0.04
C -0.77 -1.21 6.17 -0.14
O -0.67 -0.11 7.11 -0.13
H -1.76 -1.63 6.31 0.07
H -0.69 -0.89 5.13 0.05
H -0.11 -2.06 6.38 0.07
H 0.15 0.39 7.05 0.01
C 1.45 5.82 -3.15 -0.15
O 1.46 6.86 -4.14 -0.13
H 2.38 5.26 -3.10 0.09
H 1.13 6.30 -2.22 0.07
H 0.64 5.13 -3.38 0.06
H 0.78 7.52 -3.97 0.07
C 0.09 -6.03 -0.42 -0.14
O -0.38 -5.16 -1.45 -0.13
H 1.16 -5.93 -0.22 0.06
H -0.36 -5.87 0.57 0.07
H -0.05 -7.06 -0.72 0.08
H -0.25 -5.53 -2.32 0.07
C -2.16 2.42 3.88 -0.12
O -1.52 2.55 5.19 -0.13
H -1.56 1.68 3.35 0.06
H -3.21 2.17 4.05 0.07
H -2.20 3.40 3.42 0.08
H -1.29 1.64 5.39 0.03
C -3.13 -0.95 1.31 -0.15
O -2.68 -0.62 2.60 -0.13
H -3.25 -0.04 0.72 0.07
H -2.51 -1.71 0.84 0.09
H -4.13 -1.36 1.27 0.09
H -3.47 -0.39 3.09 0.10
C 3.33 0.30 1.82 -0.14
O 2.74 -0.34 2.96 -0.12
H 2.61 0.92 1.27 0.06
H 3.97 1.09 2.21 0.07
H 3.82 -0.28 1.04 0.08
H 1.96 -0.83 2.71 0.02
C 0.64 2.18 -4.75 -0.15
O 1.74 1.31 -4.64 -0.13
H 0.94 3.22 -4.60 0.06
H 0.07 2.03 -5.67 0.07
H -0.04 1.84 -3.97 0.06
H 1.52 0.42 -4.36 0.04
C 1.83 4.20 2.21 -0.05
C 2.59 4.55 0.92 -0.43
C 2.92 6.08 0.88 -0.07
O 3.86 3.83 0.95 -0.08
H 1.23 5.08 2.44 0.07
H 2.56 4.11 3.01 0.08
H 1.31 3.25 2.25 0.06
H 2.08 4.35 -0.02 0.12
H 3.24 6.43 -0.10 0.07
H 3.68 6.38 1.60 0.08
H 2.02 6.65 1.12 0.07
H 4.57 4.33 0.55 0.07
C -1.54 -2.51 -2.83 -0.06
C -0.35 -2.10 -3.68 -0.54
C -0.68 -1.89 -5.12 -0.03
O 0.08 -0.91 -3.14 -0.05
H -1.98 -3.43 -3.21 0.08
H -2.33 -1.77 -2.91 0.07
H -1.25 -2.73 -1.80 0.06
H 0.41 -2.85 -3.47 0.12
H 0.19 -1.44 -5.59 0.08
H -1.52 -1.20 -5.12 0.09
H -0.83 -2.86 -5.59 0.09
H 0.12 -0.92 -2.18 0.05
C 3.38 -3.48 -1.44 -0.03
C 3.54 -4.93 -2.00 -0.48
C 2.73 -5.35 -3.19 -0.04
O 4.93 -5.19 -2.30 -0.07
H 2.42 -3.10 -1.79 0.06
H 4.11 -2.88 -1.98 0.08
H 3.52 -3.26 -0.38 0.07
H 3.40 -5.53 -1.10 0.11
H 1.72 -5.08 -2.85 0.04
H 2.71 -6.43 -3.25 0.09
H 3.05 -4.82 -4.08 0.10
H 5.38 -5.33 -1.46 0.08
C -6.48 0.87 -3.67 -0.07
C -6.05 0.08 -2.46 -0.47
C -4.76 0.63 -1.86 -0.06
O -7.06 0.28 -1.41 -0.06
H -5.97 0.48 -4.55 0.08
H -6.44 1.96 -3.61 0.08
H -7.55 0.76 -3.86 0.08
H -5.98 -0.96 -2.77 0.13
H -4.99 1.61 -1.44 0.09
H -3.97 0.69 -2.60 0.08
H -4.45 -0.03 -1.05 0.05
H -7.13 -0.58 -1.00 0.08
```

Multiplicity: 1
ΔE to the lowest compared entry with this formula, charge and spin, eV: 4.260
Net charge: 0

***

(6)
DFT (ωB97M-V/def2-TZVPD) results for C23H45Cl3CoN2O4PSi as an isolated structure in a non-equilibrium geometry.

The geometry in XYZ format:
```
80
Properties=species:S:1:pos:R:3:lowdin_charge:R:1
C -4.02 2.11 2.34 -0.07
C -5.11 1.79 1.37 -0.23
H -3.88 3.20 2.45 0.07
H -3.08 1.66 1.98 -0.04
H -4.23 1.71 3.34 0.10
C -6.20 2.57 1.22 -0.11
C -6.46 3.81 2.02 -0.11
H -6.98 2.32 0.51 0.09
H -5.59 4.48 2.07 0.07
H -6.78 3.59 3.05 0.08
H -7.29 4.37 1.56 0.06
Co 0.39 -0.12 0.44 -0.34
Cl 0.59 -2.27 0.25 -0.08
Cl -1.07 0.50 1.91 0.06
H 6.88 -2.92 -4.00 0.09
H 7.37 -3.86 -1.75 0.09
C 6.86 -1.90 -3.60 -0.05
C 7.44 -2.83 -1.39 -0.06
N 6.58 -1.95 -2.18 -0.20
H 6.09 -1.30 -4.09 0.09
C 5.63 -1.15 -1.63 -0.31
O 4.95 -0.34 -2.25 0.01
H 7.13 -2.79 -0.34 0.07
H 5.53 -1.31 -0.53 0.13
H 7.85 -1.46 -3.78 0.09
H 8.49 -2.52 -1.47 0.09
H 3.16 3.62 1.21 0.09
H 0.20 3.17 0.52 0.09
C 3.12 3.79 0.12 -0.06
C 0.70 3.55 -0.38 -0.03
N 2.05 3.03 -0.52 -0.18
H 4.07 3.50 -0.33 0.09
C 2.23 1.73 -0.82 -0.33
O 1.28 0.92 -0.97 -0.18
H 0.12 3.28 -1.27 0.09
H 3.28 1.40 -0.89 0.13
H 2.92 4.85 -0.06 0.08
H 0.79 4.64 -0.32 0.08
O -3.71 0.70 -0.21 -0.18
C -4.90 0.52 0.55 -0.28
C -6.51 0.90 -1.41 -0.06
C -6.12 0.14 -0.30 -0.20
H -5.93 1.78 -1.69 0.12
C -7.68 0.55 -2.10 -0.08
H -4.68 -0.28 1.27 0.15
C -6.89 -0.95 0.12 -0.03
H -7.96 1.13 -2.98 0.10
C -8.47 -0.51 -1.66 -0.11
C -8.08 -1.26 -0.55 -0.09
H -6.55 -1.52 0.98 0.12
H -9.40 -0.76 -2.18 0.10
H -8.68 -2.10 -0.20 0.10
Si -3.09 -0.02 -1.59 0.38
Cl 2.17 0.37 1.77 -0.08
C -3.31 1.20 -2.97 -0.16
C -3.91 -1.65 -1.97 -0.14
C -1.31 -0.28 -1.28 -0.26
H -4.36 1.26 -3.29 0.01
H -2.70 0.89 -3.83 0.03
H -2.97 2.20 -2.65 0.04
H -0.94 0.63 -0.74 -0.01
H -0.72 -0.47 -2.18 0.06
H -1.34 -1.20 -0.67 -0.03
H -4.97 -1.55 -2.23 0.02
H -3.81 -2.35 -1.14 0.05
H -3.38 -2.09 -2.84 0.04
C 7.26 -3.29 4.07 -0.20
P 5.68 -2.64 3.45 0.51
C 6.10 -1.13 2.52 -0.19
C 5.14 -3.81 2.17 -0.17
O 4.67 -2.43 4.52 -0.38
H 7.66 -2.58 4.81 0.05
H 7.99 -3.41 3.27 0.04
H 7.07 -4.25 4.56 0.05
H 6.88 -1.32 1.77 0.03
H 5.19 -0.74 2.05 0.03
H 6.49 -0.39 3.23 0.05
H 4.15 -4.19 2.45 0.06
H 5.08 -3.32 1.19 0.03
H 5.84 -4.66 2.10 0.04
```

Multiplicity: 4
Total energy, Eh: -4708.3141
<S²>: 3.76
Net charge: -1

***

(7)
DFT (ωB97M-V/def2-TZVPD) results for a 2-piece molecular cluster, C3H7I2N2O2P overall in a non-equilibrium geometry.

The geometry in XYZ format:
```
17
Properties=species:S:1:pos:R:3:lowdin_charge:R:1
C 2.42 -0.20 0.98 -0.81
C 1.88 1.17 1.01 -0.30
C -0.97 -0.69 -0.90 -0.85
N 0.95 1.48 0.23 0.07
N -1.77 -0.18 -1.97 -0.08
O 1.97 -1.17 1.43 0.06
O -0.51 -0.42 1.80 -0.46
P -1.44 -0.09 0.75 0.51
I 4.10 -0.31 -0.44 0.71
I -1.22 -2.94 -0.33 0.62
H 2.40 1.93 1.73 0.15
H 0.01 -0.52 -1.17 0.01
H 0.45 2.45 0.17 0.12
H -1.35 -0.59 -2.91 0.13
H -2.82 -0.46 -1.83 0.12
H -2.68 -0.76 0.89 -0.01
H -1.41 1.31 0.56 0.01
```

Multiplicity: 1
ΔE to the lowest compared entry with this formula, charge and spin, eV: 1.555
Net charge: 0

***

(8)
DFT (ωB97M-V/def2-TZVPD) results for a 8-piece molecular cluster, C14H36BF4N2O5 overall in a non-equilibrium geometry.

The geometry in XYZ format:
```
62
Properties=species:S:1:pos:R:3:lowdin_charge:R:1
B -0.04 -0.06 -0.24 -1.37
F -0.83 0.70 0.57 0.17
F -0.30 -1.44 -0.25 0.12
F -0.39 0.18 -1.51 0.20
F 1.30 0.21 -0.09 0.16
C 2.32 0.54 3.00 -0.02
C 2.78 1.52 4.21 -0.18
N 3.10 2.21 5.10 0.07
H 1.24 0.20 2.98 0.10
H 2.59 0.88 2.10 -0.01
H 2.65 -0.43 2.97 0.03
C -0.27 -3.73 2.28 -0.05
C -1.63 -4.36 2.08 -0.21
N -2.71 -4.81 1.91 0.12
H 0.31 -4.04 1.60 -0.04
H -0.11 -2.65 2.12 0.09
H 0.48 -4.18 3.02 0.12
C 3.85 4.02 -1.50 -0.07
C 2.99 3.11 -0.65 -0.39
O 3.30 1.82 -0.97 -0.06
H 3.36 5.04 -1.43 0.10
H 3.87 3.78 -2.50 0.02
H 4.87 3.84 -1.22 0.07
H 1.96 3.29 -0.77 0.09
H 2.94 3.54 0.35 0.10
H 2.49 1.30 -0.68 0.07
C -5.01 -1.52 0.57 -0.07
C -3.65 -0.78 0.30 -0.24
O -3.07 -0.40 1.55 -0.05
H -5.38 -1.91 -0.40 0.08
H -5.74 -0.70 0.99 0.10
H -4.95 -2.21 1.38 0.04
H -3.71 0.05 -0.07 0.03
H -3.03 -1.59 -0.14 0.11
H -2.29 0.03 1.42 -0.03
C 2.82 1.65 -5.19 -0.03
C 2.04 0.80 -4.13 -0.35
O 0.95 1.48 -3.58 -0.14
H 2.25 1.95 -5.99 0.03
H 3.70 1.00 -5.41 0.08
H 3.11 2.51 -4.55 0.07
H 2.57 0.54 -3.38 0.03
H 1.57 -0.07 -4.44 0.09
H 0.70 0.95 -2.62 0.16
C -0.86 -5.47 -2.68 -0.09
C -1.10 -4.58 -1.45 -0.24
O -1.25 -3.16 -1.80 -0.06
H -1.72 -5.59 -3.38 0.08
H -0.45 -6.28 -2.37 -0.02
H -0.20 -5.12 -3.53 0.10
H -0.06 -4.58 -0.94 0.12
H -1.81 -4.99 -0.71 0.09
H -1.19 -2.54 -1.16 -0.06
C -1.92 3.92 4.03 -0.08
C -1.52 3.19 2.69 -0.36
O -1.06 1.92 2.91 -0.08
H -2.71 3.42 4.61 0.08
H -2.08 4.96 3.96 0.05
H -1.00 3.89 4.57 0.05
H -0.70 3.81 2.31 0.11
H -2.34 3.51 2.13 0.08
H -1.03 1.45 1.98 0.09
```

Multiplicity: 1
ΔE to the lowest compared entry with this formula, charge and spin, eV: 2.250
Net charge: -1

***

(9)
DFT (ωB97M-V/def2-TZVPD) results for a 2-piece molecular cluster, C3H3N5 overall in a non-equilibrium geometry.

The geometry in XYZ format:
```
11
Properties=species:S:1:pos:R:3:lowdin_charge:R:1
C 1.57 0.88 -0.06 -0.10
C -1.18 -1.15 -0.05 -0.18
C 0.19 0.54 -0.22 -0.25
H 2.24 1.81 0.16 0.14
H -1.68 -2.16 0.13 0.16
H -1.73 1.76 0.67 0.31
N 2.16 -0.30 0.00 -0.02
N 1.30 -1.32 -0.12 0.02
N 0.13 -0.83 -0.23 -0.08
N -1.86 -0.17 0.03 -0.02
N -1.14 0.95 -0.32 0.02
```

Multiplicity: 1
ΔE to the lowest compared entry with this formula, charge and spin, eV: 4.097
Net charge: 0

***

(10)
DFT (ωB97M-V/def2-TZVPD) results for one molecule with the formula C3H6N2O2 in a non-equilibrium geometry.

The geometry in XYZ format:
```
13
Properties=species:S:1:pos:R:3:lowdin_charge:R:1
H -2.42 2.34 -1.12 0.08
N -2.11 1.53 -0.51 0.10
C -0.87 1.35 -0.65 -0.24
N -0.39 0.12 -0.09 -0.12
C -1.18 -0.66 0.86 -0.05
O 0.92 0.10 0.52 -0.05
C 1.94 -0.62 0.04 -0.33
O 1.82 -1.77 -0.36 0.06
H 0.14 1.76 -1.00 0.15
H -2.17 -0.72 0.48 0.06
H -0.81 -1.66 0.90 0.09
H -1.45 -0.18 1.75 0.07
H 2.96 -0.19 0.35 0.16
```

Structure (SMILES): [H]/N=C/N(C)OC=O
Multiplicity: 1
ΔE to the lowest compared entry with this formula, charge and spin, eV: 4.680
Net charge: 0

***

(11)
DFT (ωB97M-V/def2-TZVPD) results for a 2-piece molecular cluster, C29H58N2O6P2S3 overall.

The geometry in XYZ format:
```
100
Properties=species:S:1:pos:R:3:lowdin_charge:R:1
C -1.54 -6.14 -1.52 -0.10
C -2.52 -5.27 -0.72 -0.26
C -1.78 -4.27 0.18 -0.21
C -2.58 -3.06 0.62 -0.20
N -2.93 -2.04 -0.39 -0.21
C -2.14 -2.04 -1.62 -0.22
C -2.19 -0.73 -2.39 -0.22
C -1.18 -0.73 -3.54 -0.21
C 0.29 -0.37 -3.25 -0.19
C 0.65 1.09 -2.85 -0.52
P -0.48 2.18 -3.95 0.99
C 0.27 3.85 -3.74 -0.23
O -1.86 2.30 -3.06 -0.30
O 1.91 1.41 -3.53 -0.28
S 3.27 1.19 -2.78 0.63
O 3.30 -0.11 -2.18 -0.24
O 4.28 1.56 -3.72 -0.24
C 3.16 2.46 -1.54 -0.25
C 4.54 2.44 -0.77 -0.31
C 5.29 3.75 -1.09 -0.06
C 4.50 2.14 0.73 -0.22
C 5.70 2.69 1.52 -0.10
C 1.80 2.43 -0.78 -0.23
C 1.26 3.88 -0.60 -0.11
C 1.49 4.54 0.76 -0.41
C 0.90 3.80 1.95 -0.04
O 2.89 4.78 0.94 -0.04
C 0.68 1.45 -1.33 -0.31
P 0.40 -0.01 -0.18 0.98
C 2.04 -0.51 0.45 -0.24
O -0.17 0.92 1.09 -0.31
C -4.32 -1.86 -0.61 -1.13
S -5.38 -3.01 -1.02 0.70
S -4.87 -0.20 -0.45 0.92
C -3.84 0.46 0.90 -0.47
C -4.73 1.07 1.98 -0.32
C -5.49 0.01 2.78 -0.12
H -1.93 -7.15 -1.65 0.07
H -0.56 -6.21 -1.04 0.07
H -1.41 -5.74 -2.53 0.07
H -3.14 -5.91 -0.09 0.11
H -3.17 -4.74 -1.41 0.05
H -0.82 -3.99 -0.26 0.10
H -1.52 -4.80 1.11 0.09
H -3.51 -3.41 1.07 0.11
H -2.06 -2.53 1.43 0.08
H -2.43 -2.85 -2.30 0.12
H -1.10 -2.20 -1.32 0.08
H -2.08 0.12 -1.73 0.07
H -3.20 -0.63 -2.81 0.10
H -1.16 -1.76 -3.93 0.12
H -1.56 -0.14 -4.38 0.08
H 0.82 -0.51 -4.19 0.12
H 0.74 -1.09 -2.56 0.09
H 1.31 3.74 -3.43 0.02
H 0.27 4.34 -4.71 0.04
H -0.25 4.46 -3.00 0.04
H -1.85 3.04 -2.44 0.05
H 3.17 3.34 -2.18 0.11
H 5.15 1.66 -1.23 0.13
H 6.36 3.62 -1.01 0.08
H 5.09 4.07 -2.11 0.08
H 4.98 4.56 -0.42 0.07
H 3.60 2.49 1.22 0.08
H 4.53 1.06 0.87 0.10
H 5.73 2.21 2.50 0.07
H 6.64 2.49 1.02 0.08
H 5.59 3.76 1.68 0.07
H 2.00 2.09 0.23 0.08
H 1.68 4.55 -1.35 0.11
H 0.18 3.89 -0.74 0.11
H 0.99 5.51 0.70 0.14
H -0.14 3.54 1.77 0.08
H 1.44 2.87 2.14 0.07
H 0.99 4.41 2.85 0.08
H 3.00 5.57 1.49 0.10
H -0.25 1.98 -1.13 0.08
H 1.96 -0.63 1.53 0.05
H 2.26 -1.49 0.01 0.04
H 2.86 0.14 0.19 0.00
H -0.88 0.43 1.51 0.03
H -3.15 1.20 0.50 0.06
H -3.28 -0.38 1.31 0.06
H -4.10 1.65 2.66 0.10
H -5.45 1.76 1.53 0.10
H -4.80 -0.75 3.14 0.05
H -5.98 0.45 3.65 0.07
H -6.25 -0.47 2.16 0.06
C -0.63 -5.34 3.82 -0.11
C 0.23 -4.09 3.78 -0.25
C -0.28 -2.99 4.72 -0.18
C -1.63 -2.57 4.35 -0.22
N -2.68 -2.26 4.00 0.17
H -1.65 -5.13 3.49 0.07
H -0.22 -6.11 3.16 0.08
H -0.68 -5.75 4.83 0.08
H 0.27 -3.70 2.76 0.10
H 1.26 -4.33 4.06 0.11
H 0.37 -2.11 4.68 0.12
H -0.29 -3.34 5.75 0.12
```

Structure (SMILES): CCCCN(CCCC[C@]1(P(C)O)OS(=O)(=O)[C@H]([C@@H](C)CC)[C@@H](C[C@@H](C)O)[C@@H]1P(C)O)C(=S)SCCC.CCCC#N
Multiplicity: 1
ΔE to the lowest compared entry with this formula, charge and spin, eV: 0.000
Net charge: 0

***

(12)
DFT (ωB97M-V/def2-TZVPD) results for one molecule with the formula C8H16N2O3 in a non-equilibrium geometry.

The geometry in XYZ format:
```
29
Properties=species:S:1:pos:R:3:lowdin_charge:R:1
C 0.18 2.65 -1.04 -0.10
C -1.06 1.98 -0.16 -0.18
C -0.98 0.95 0.94 -0.38
C 0.05 1.18 2.01 -0.04
C -0.83 -0.36 0.30 -0.29
N 0.32 -0.81 -0.41 0.08
C 1.47 -1.14 0.32 -0.44
O 1.36 -1.69 1.42 0.05
C 2.77 -0.73 -0.30 -0.18
N 2.65 0.50 -1.04 0.00
C -2.04 -0.90 -0.40 -0.54
O -3.13 -0.64 -0.14 0.18
O -1.62 -1.83 -1.25 0.11
H 0.91 3.14 -0.32 0.06
H 0.71 1.84 -1.64 0.04
H -0.23 3.47 -1.68 0.07
H -1.57 2.85 0.40 0.12
H -1.75 1.69 -1.06 0.14
H -2.02 0.88 1.38 0.17
H 1.05 1.41 1.55 0.09
H -0.21 2.06 2.56 0.08
H 0.12 0.24 2.62 0.10
H -0.83 -0.98 1.14 0.14
H 0.88 -0.15 -1.07 0.13
H 2.96 -1.62 -0.92 0.15
H 3.51 -0.73 0.40 0.10
H 3.07 1.28 -0.46 0.12
H 3.14 0.50 -1.93 0.10
H -0.76 -2.22 -0.98 0.12
```

Structure (SMILES): CC[C@H](C)[C@H](NC(=O)CN)C(=O)O
Multiplicity: 1
ΔE to the lowest compared entry with this formula, charge and spin, eV: 2.921
Net charge: 0

***

Look up the net charge of the fifth one.
0

***

The highest net charge belongs to which entry?
C3H2FGaO